1.
A 10-piece molecular cluster, C45H50F40O15 overall in a non-equilibrium geometry, computed with ωB97M-V/def2-TZVPD.

Last column: Mulliken charge in e.
Cartesian coordinates (Å):
O1 -3.010 5.746 -3.265  -0.672
C1 -2.417 6.335 -2.358  0.476
O2 -1.537 5.580 -1.681  -0.127
C2 -1.288 6.208 -0.425  1.069
C3 -1.704 7.667 -0.562  -0.785
C4 -2.587 7.692 -1.805  -0.511
H1 -0.221 6.199 -0.199  -0.273
H2 -1.853 5.568 0.254  -0.448
H3 -0.776 8.217 -0.717  0.316
H4 -2.116 8.145 0.327  0.434
H5 -2.209 8.551 -2.359  0.251
H6 -3.599 8.032 -1.588  0.319
O3 0.845 1.752 -5.815  -0.635
C5 1.171 2.475 -4.944  0.524
O4 2.192 3.279 -5.036  -0.428
C6 2.433 4.041 -3.794  -0.403
C7 1.261 3.802 -2.948  1.380
C8 0.678 2.519 -3.486  0.373
H7 2.476 5.099 -4.056  0.367
H8 3.278 3.616 -3.254  0.132
H9 0.634 4.684 -3.084  -0.074
H10 1.549 3.682 -1.904  -0.938
H11 -0.401 2.555 -3.631  0.165
H12 0.875 1.600 -2.933  -0.471
O5 -6.390 -0.532 3.659  -0.593
C9 -5.262 -0.702 4.068  0.469
O6 -4.582 0.117 4.968  -0.350
C10 -3.252 -0.282 5.075  -0.523
C11 -2.945 -1.157 3.880  0.172
C12 -4.297 -1.833 3.629  -0.487
H13 -3.189 -0.838 6.011  0.403
H14 -2.582 0.571 4.971  0.236
H15 -2.101 -1.827 4.047  0.644
H16 -2.690 -0.640 2.955  -0.512
H17 -4.543 -2.749 4.166  0.401
H18 -4.438 -1.740 2.552  0.100
O7 1.944 -0.763 -6.945  -0.655
C13 1.766 -1.439 -5.902  0.460
O8 2.465 -1.233 -4.757  -0.326
C14 2.033 -2.034 -3.679  0.445
C15 1.303 -3.158 -4.439  -0.512
C16 0.800 -2.604 -5.694  -0.483
H19 1.421 -1.366 -3.072  -0.301
H20 2.981 -2.360 -3.251  0.217
H21 0.537 -3.658 -3.847  0.227
H22 2.068 -3.902 -4.660  0.325
H23 -0.216 -2.217 -5.623  0.264
H24 0.872 -3.312 -6.520  0.295
O9 -0.843 2.867 -0.006  -0.527
C17 -0.349 1.814 0.337  -0.799
O10 0.810 1.218 -0.152  0.751
C18 0.987 -0.038 0.451  -0.013
C19 -0.441 -0.461 0.788  -0.399
C20 -1.077 0.845 1.236  0.472
H25 1.655 -0.075 1.312  0.004
H26 1.387 -0.693 -0.323  0.104
H27 -0.372 -1.251 1.536  0.334
H28 -0.903 -0.874 -0.109  0.012
H29 -0.894 1.102 2.279  -0.232
H30 -2.160 0.879 1.116  0.406
C21 -5.574 2.546 1.075  -1.148
C22 -4.883 3.112 2.353  1.083
C23 -3.893 4.258 2.019  0.606
F1 -4.468 5.339 1.471  -0.342
F2 -3.170 4.584 3.065  -0.289
F3 -5.772 3.343 3.308  -0.353
F4 -4.095 2.177 2.829  -0.247
O11 -4.771 2.624 -0.127  -0.245
C24 -5.531 2.764 -1.288  0.679
C25 -4.464 2.728 -2.443  0.882
F5 -3.800 1.511 -2.422  -0.258
F6 -4.996 2.900 -3.684  -0.299
F7 -6.478 1.797 -1.563  -0.292
F8 -6.029 3.978 -1.334  -0.276
H31 -6.575 2.968 1.166  0.512
H32 -5.707 1.484 1.278  0.359
H33 -3.211 3.920 1.240  -0.177
H34 -3.704 3.491 -2.274  -0.349
C26 -4.290 -5.317 1.051  -1.145
C27 -4.658 -6.594 0.409  1.184
C28 -5.967 -6.358 -0.370  -0.015
F9 -6.965 -5.860 0.332  -0.265
F10 -5.886 -5.560 -1.455  -0.256
F11 -3.812 -6.975 -0.475  -0.263
F12 -4.816 -7.641 1.343  -0.319
O12 -2.924 -5.090 1.418  -0.241
C29 -2.116 -3.995 0.910  0.726
C30 -1.265 -4.258 -0.374  0.069
F13 -0.278 -3.392 -0.465  0.122
F14 -0.780 -5.490 -0.488  -0.269
F15 -2.871 -2.889 0.687  -0.252
F16 -1.307 -3.813 1.973  -0.281
H35 -5.008 -5.214 1.865  0.364
H36 -4.695 -4.552 0.388  0.509
H37 -6.208 -7.328 -0.805  0.296
H38 -1.985 -4.130 -1.182  0.171
C31 6.268 -0.560 -3.350  -0.950
C32 7.123 -1.872 -3.122  0.934
C33 6.668 -3.183 -3.849  0.121
F17 5.544 -3.713 -3.331  -0.188
F18 6.420 -2.932 -5.097  -0.259
F19 8.305 -1.560 -3.480  -0.323
F20 7.220 -2.063 -1.823  -0.288
O13 4.920 -0.517 -2.814  -0.097
C34 4.685 0.592 -1.839  0.565
C35 5.370 0.456 -0.498  0.098
F21 4.912 1.316 0.429  -0.199
F22 5.495 -0.710 0.050  -0.200
F23 4.854 1.706 -2.353  -0.247
F24 3.331 0.413 -1.647  -0.065
H39 6.327 -0.547 -4.438  0.381
H40 6.872 0.233 -2.909  0.477
H41 7.455 -3.927 -3.731  0.250
H42 6.379 0.811 -0.711  0.155
C36 2.354 2.952 2.652  -0.667
C37 1.956 4.471 2.388  1.077
C38 2.135 4.724 0.853  0.932
F25 1.921 5.945 0.416  -0.343
F26 3.347 4.283 0.471  -0.250
F27 0.737 4.713 2.731  -0.176
F28 2.843 5.314 3.039  -0.369
O14 2.239 2.645 4.010  -0.391
C39 1.082 1.986 4.555  0.758
C40 1.121 2.106 6.112  -0.089
F29 1.047 3.369 6.597  -0.277
F30 0.081 1.433 6.580  -0.227
F31 -0.080 2.484 4.116  -0.161
F32 1.188 0.685 4.124  -0.053
H43 3.366 2.724 2.319  0.498
H44 1.695 2.311 2.067  -0.171
H45 1.478 4.182 0.172  -0.639
H46 2.112 1.753 6.397  0.321
C41 2.344 -5.353 0.853  -0.666
C42 1.817 -6.714 1.413  0.924
C43 2.946 -7.543 2.162  0.134
F33 2.562 -8.764 2.477  -0.264
F34 4.073 -7.668 1.478  -0.280
F35 0.767 -6.571 2.301  -0.263
F36 1.457 -7.421 0.297  -0.316
O15 2.242 -4.343 1.854  -0.312
C44 3.340 -3.386 1.865  0.793
C45 3.356 -2.627 3.158  -0.023
F37 4.560 -2.104 3.449  -0.283
F38 2.328 -1.743 3.274  -0.064
F39 4.505 -4.006 1.827  -0.302
F40 3.364 -2.499 0.834  -0.059
H47 1.649 -5.179 0.031  0.106
H48 3.349 -5.547 0.479  0.510
H49 3.299 -6.979 3.026  0.218
H50 3.045 -3.354 3.909  0.159

Its calculated total energy is -186883.7972 eV. For the LUMO energy, the calculation gives 0.12 eV. The value obtained for the energy above the lowest of the compared OMol25 structures with the same formula, charge and spin is 154.91 kcal/mol.

2.
A 3-piece molecular cluster, C4H13NO2 overall in a non-equilibrium geometry, computed with ωB97M-V/def2-TZVPD.

Last column: natural (NBO) charge in e.
Cartesian coordinates (Å):
C1 0.480 -0.051 -0.114  -0.219
N1 -0.557 -1.013 -0.479  -0.632
C2 -1.793 -0.276 -0.687  -0.219
C3 -1.350 1.180 -1.039  -0.408
C4 0.175 1.175 -0.923  -0.420
H1 0.488 0.151 0.973  0.122
H2 1.434 -0.546 -0.255  0.212
H3 -0.630 -1.720 0.246  0.373
H4 -2.391 -0.639 -1.503  0.191
H5 -2.373 -0.192 0.239  0.161
H6 -1.814 1.798 -0.276  0.199
H7 -1.692 1.456 -2.032  0.210
H8 0.611 1.025 -1.909  0.210
H9 0.636 2.068 -0.523  0.215
H10 -0.991 -1.041 2.430  0.462
H11 -0.648 -2.179 3.238  0.464
O1 -1.344 -1.925 2.612  -0.924
H12 4.567 0.005 -0.387  0.472
H13 3.482 0.282 0.654  0.467
O2 3.711 0.443 -0.265  -0.936

Its calculated total energy is -9943.3686 eV. For the LUMO energy, the calculation gives 0.52 eV. The value obtained for the energy above the lowest of the compared OMol25 structures with the same formula, charge and spin is 19.09 kcal/mol.

How do the records compare in orbital gap? In the order shown, they have 9.6 9.0 eV.